1.
This record from the OMol25 dataset describes a structure of composition C16H52AsF6N6O10 in a non-equilibrium geometry. The level of theory is ωB97M-V/def2-TZVPD.

Calculated values
- spin multiplicity = 1
- gap between HOMO and LUMO (eV) = 9.75
- charge = -1
- E (Ha) = -4556.825882
- ΔE to the lowest compared entry with this formula, charge and spin (kcal/mol) = 132.57
- highest occupied orbital energy (eV) = -8.103

Positions of all 91 atoms, in Å:
As (-10.336, 16.940, -6.753)
F (-9.001, 18.062, -7.292)
F (-9.046, 15.991, -6.021)
F (-11.611, 15.783, -6.218)
F (-11.587, 17.940, -7.420)
F (-10.196, 16.107, -8.320)
F (-10.500, 17.872, -5.173)
O (-0.995, 12.934, -8.124)
O (-12.714, 15.242, 1.202)
O (-5.892, 10.990, -2.314)
O (-14.342, 20.133, -0.258)
O (-2.015, 21.144, -6.941)
O (-5.619, 18.128, -0.651)
O (-10.119, 24.887, -12.754)
O (-16.999, 14.024, -8.314)
O (-5.255, 15.328, -14.864)
O (-9.716, 9.325, -5.241)
N (-14.238, 22.363, 0.160)
N (-5.699, 11.724, -0.237)
N (-12.991, 21.553, -1.377)
N (-3.863, 20.499, -8.158)
N (-3.625, 19.787, -6.230)
N (-6.085, 13.136, -1.777)
C (-6.929, 18.400, -1.189)
C (-3.072, 20.559, -7.112)
C (-6.959, 14.089, -13.833)
C (-13.882, 21.298, -0.452)
C (-5.894, 11.894, -1.511)
C (-3.426, 12.892, -7.800)
C (-1.633, 12.500, -6.029)
C (-2.056, 12.347, -7.443)
C (-6.301, 16.426, -13.150)
C (-6.507, 15.486, -14.298)
C (-10.839, 22.745, -12.171)
C (-12.091, 14.427, 0.238)
C (-10.604, 24.145, -11.655)
C (-16.129, 13.838, -9.415)
C (-9.839, 9.875, -6.544)
C (-9.566, 24.171, -10.518)
H (-0.673, 12.032, -5.811)
H (-7.529, 17.512, -1.386)
H (-8.667, 23.622, -10.799)
H (-5.346, 16.254, -12.654)
H (-6.429, 17.451, -13.499)
H (-9.291, 25.193, -10.259)
H (-0.759, 13.759, -7.694)
H (-16.614, 14.127, -10.347)
H (-6.208, 13.891, -1.117)
H (-17.614, 13.294, -8.416)
H (-4.172, 12.346, -7.223)
H (-6.804, 18.996, -2.093)
H (-3.171, 19.722, -5.331)
H (-11.531, 24.538, -11.236)
H (-5.676, 17.583, 0.138)
H (-4.761, 20.039, -8.220)
H (-12.588, 13.645, -0.336)
H (-15.121, 14.234, -9.296)
H (-10.029, 23.714, -9.644)
H (-4.518, 19.475, -6.585)
H (-7.570, 19.018, -0.560)
H (-5.351, 10.854, 0.140)
H (-9.427, 24.279, -13.025)
H (-10.646, 9.475, -7.157)
H (-11.612, 22.713, -12.939)
H (-12.749, 22.526, -1.495)
H (-9.967, 22.434, -12.746)
H (-6.218, 13.568, -13.227)
H (-7.181, 13.468, -14.700)
H (-5.723, 12.580, 0.300)
H (-14.062, 23.237, -0.315)
H (-11.091, 22.031, -11.387)
H (-1.628, 13.546, -5.724)
H (-2.228, 11.959, -5.293)
H (-12.585, 20.871, -2.002)
H (-13.147, 15.960, 0.735)
H (-3.519, 21.012, -8.957)
H (-8.881, 9.706, -4.960)
H (-3.739, 12.935, -8.843)
H (-2.119, 11.280, -7.660)
H (-11.336, 13.852, 0.773)
H (-7.764, 14.106, -13.099)
H (-7.189, 15.831, -15.075)
H (-4.721, 14.921, -14.178)
H (-11.581, 15.063, -0.485)
H (-14.855, 22.387, 0.960)
H (-8.972, 9.677, -7.175)
H (-9.942, 10.953, -6.420)
H (-3.563, 13.951, -7.581)
H (-16.024, 12.759, -9.526)
H (-6.984, 16.173, -12.339)
H (-6.276, 13.332, -2.749)

Forces on the atoms, in the same order (eV/Å):
As 0.4 0.4 0.8
F -1.5 -0.7 0.4
F -0.9 0.1 -0.3
F 1.5 0.9 -0.4
F 0.4 0.1 0.0
F 0.0 0.3 1.2
F 0.3 -1.1 -1.7
O 0.8 0.2 -2.1
O -0.8 -0.3 -0.1
O 0.1 -1.0 -1.3
O 1.0 2.3 0.2
O 0.2 0.5 -0.8
O -0.6 0.2 -0.4
O -0.2 0.5 0.0
O 0.0 0.3 0.1
O 1.5 -0.2 -1.9
O 0.0 -0.4 -0.5
N -1.9 4.6 2.9
N 0.7 -0.7 4.3
N 2.4 0.9 -2.5
N -0.3 2.0 -5.0
N -0.8 -1.8 3.1
N -1.1 4.9 -2.9
C 0.0 0.2 0.2
C 1.6 0.4 0.9
C -0.4 0.1 0.4
C -1.5 -7.1 -0.6
C 0.2 -2.7 -0.6
C -0.6 0.9 0.3
C -0.7 -0.7 2.3
C -0.4 -0.2 0.2
C -1.2 0.2 1.0
C -0.1 -1.5 1.2
C -0.4 -0.4 -0.2
C 1.8 -0.1 -0.1
C 0.5 -0.5 0.9
C -0.2 -1.3 -0.5
C 0.1 0.6 -0.5
C -0.7 -0.1 -0.1
H 0.4 0.4 -0.6
H 0.3 -0.2 -0.3
H 0.0 -0.1 0.0
H 0.3 0.2 -0.5
H 0.3 0.1 0.5
H 0.0 0.0 -0.1
H -0.1 0.0 0.0
H 0.2 0.6 -0.1
H 0.1 -0.4 -0.2
H -0.2 0.2 0.4
H -0.1 0.0 -0.1
H 0.2 -0.4 -0.1
H -0.8 -0.4 0.0
H -0.1 0.5 -0.5
H -0.3 0.0 0.0
H 0.4 0.2 0.0
H -1.2 0.3 0.2
H -0.4 0.4 0.3
H 0.3 -0.1 0.1
H 0.1 -0.8 2.0
H 0.3 0.1 0.5
H -0.2 0.4 -0.1
H 0.4 0.4 -0.7
H -0.4 -0.1 0.7
H -0.4 0.2 0.2
H 0.5 -0.5 -0.4
H 0.4 -0.4 0.4
H 0.7 0.2 -0.3
H -0.2 -0.1 0.2
H 0.3 -0.8 0.6
H -0.2 0.0 0.6
H 0.2 -0.1 -0.1
H 0.1 0.1 0.0
H -0.7 0.2 -0.1
H -0.4 0.0 0.3
H -0.2 0.1 0.1
H -0.5 -0.2 -0.1
H 0.0 -0.2 0.6
H 0.5 -0.9 -0.3
H 0.6 -0.1 -0.4
H 0.3 0.2 0.1
H -0.6 0.2 -0.5
H 0.0 0.3 0.1
H 0.3 0.0 -0.1
H 0.2 -0.1 -0.2
H 0.1 -0.4 -0.5
H 0.4 0.0 0.2
H -0.2 0.1 -0.5
H 0.3 0.2 0.7
H 0.5 -0.2 -0.2
H -0.5 0.6 -0.1
H -0.1 0.3 0.2

These are the Mulliken partial charges, in e, on atoms 1 to 2:
1. As 2.046
2. F -0.540



2.
This record from the OMol25 dataset describes a cluster of 10 separate species, C16H52O10 in total in a non-equilibrium geometry. The level of theory is ωB97M-V/def2-TZVPD.

Calculated values
- spin multiplicity = 1
- gap between HOMO and LUMO (eV) = 10.29
- charge = 0
- E (Ha) = -1393.060800
- SMILES = CC(C)O.CC(C)O.CC(C)O.CO.CO.CO.CO.CO.CO.CO
- ΔE to the lowest compared entry with this formula, charge and spin (kcal/mol) = 82.33
- highest occupied orbital energy (eV) = -9.815

Positions of all 78 atoms, in Å:
O (-0.433, -5.718, 0.989)
O (2.568, 0.857, 0.637)
O (-0.125, 0.278, -4.004)
O (0.937, 3.938, 3.861)
O (-3.613, -1.398, 3.791)
O (2.477, 3.765, -0.226)
O (-0.363, -7.142, -1.938)
O (-1.711, 4.042, 2.752)
O (-4.041, 1.032, -1.619)
O (0.704, -0.213, -1.224)
C (4.832, 1.569, 0.320)
C (-0.721, 0.291, 0.727)
C (-1.687, -5.056, 1.038)
C (1.437, 2.747, 3.269)
C (-0.822, -1.950, -0.418)
C (-4.419, 0.467, -2.854)
C (-0.554, -0.466, -0.598)
C (4.238, -0.849, 0.886)
C (0.372, -5.975, -2.289)
C (0.069, 3.652, -0.290)
C (-2.408, 2.901, 3.228)
C (1.399, 4.069, -2.392)
C (0.293, -0.987, -4.499)
C (1.343, 3.354, -1.050)
C (3.925, 0.622, 1.083)
C (-3.782, -2.026, 2.509)
H (-5.503, 0.522, -2.944)
H (1.391, -0.123, -0.547)
H (-0.823, 4.018, 3.130)
H (0.616, -1.649, -3.691)
H (0.043, 3.153, 0.679)
H (2.313, 3.820, -2.928)
H (-0.037, -5.141, -1.721)
H (1.120, -0.870, -5.199)
H (0.594, 2.131, 2.954)
H (-3.450, 3.010, 2.943)
H (2.017, 2.141, 3.970)
H (-0.075, 1.170, 0.721)
H (-0.107, -2.383, 0.289)
H (-2.474, -5.590, 1.583)
H (2.808, 4.592, -0.588)
H (5.803, 1.113, 0.086)
H (5.045, 2.483, 0.868)
H (-0.322, -7.808, -2.628)
H (1.483, 2.279, -1.196)
H (1.405, -6.092, -1.942)
H (-0.458, -6.319, 0.238)
H (-1.757, 0.589, 0.873)
H (-0.093, 0.235, -3.043)
H (-4.784, -1.778, 2.173)
H (-3.257, 1.575, -1.732)
H (2.544, 1.797, 0.405)
H (3.313, -1.431, 0.871)
H (0.381, -5.739, -3.351)
H (-0.018, 4.727, -0.121)
H (1.279, 5.141, -2.223)
H (-2.040, 1.978, 2.760)
H (-2.693, -1.145, 3.895)
H (1.571, 4.251, 4.508)
H (-1.548, -4.120, 1.581)
H (3.972, 0.909, 2.140)
H (4.677, -1.021, -0.103)
H (-4.014, 1.019, -3.712)
H (4.417, 1.812, -0.659)
H (-4.085, -0.569, -2.949)
H (-3.704, -3.110, 2.629)
H (-3.011, -1.688, 1.819)
H (-0.805, -2.524, -1.344)
H (-0.815, 3.330, -0.847)
H (-2.003, -4.830, 0.016)
H (2.050, 2.974, 2.393)
H (0.570, 3.737, -3.020)
H (-1.314, -0.053, -1.274)
H (-2.311, 2.801, 4.312)
H (-0.531, -1.489, -5.019)
H (4.907, -1.260, 1.638)
H (-1.808, -2.059, 0.040)
H (-0.393, -0.319, 1.575)

Forces on the atoms, in the same order (eV/Å):
O -0.1 -0.1 0.1
O 0.2 -0.1 0.2
O -0.1 -0.1 -0.1
O 0.0 -0.1 0.1
O -0.1 0.0 -0.3
O -0.3 -0.3 -0.2
O -0.4 0.2 0.1
O -0.1 -0.2 0.0
O 0.1 0.1 0.4
O -0.3 -0.2 0.0
C 1.1 -0.2 -0.4
C 0.6 -0.2 -0.1
C 0.2 0.4 0.0
C 0.2 -0.4 -0.2
C -0.1 0.1 0.4
C 0.0 0.2 -0.7
C -0.3 0.2 0.1
C -0.3 -0.2 -0.6
C 0.6 -0.2 0.5
C -0.1 0.0 0.0
C 0.3 0.0 -0.2
C -0.4 -0.5 0.2
C -0.2 -0.2 0.1
C 0.4 0.3 0.1
C -0.3 0.4 0.0
C 0.2 0.0 1.0
H 0.0 -0.2 0.1
H 0.1 0.1 0.1
H 0.0 0.3 0.1
H 0.1 0.1 0.0
H 0.1 0.2 -0.1
H 0.1 0.2 0.0
H -0.2 0.0 -0.1
H 0.0 0.1 0.0
H 0.0 0.1 0.0
H -0.1 0.0 0.1
H 0.0 0.1 0.0
H -0.3 0.0 0.0
H 0.1 0.0 -0.1
H 0.1 -0.3 -0.2
H 0.1 0.0 0.1
H -0.1 0.0 0.3
H -0.2 0.1 -0.1
H 0.1 0.1 0.0
H -0.2 0.0 -0.1
H 0.0 0.1 -0.2
H 0.0 -0.2 0.1
H 0.0 0.0 0.1
H 0.3 0.0 0.1
H 0.0 0.1 -0.3
H 0.0 -0.1 -0.1
H -0.1 0.0 0.0
H 0.0 0.0 0.3
H -0.2 -0.1 -0.1
H 0.0 0.0 0.0
H 0.2 0.1 -0.2
H 0.0 0.0 0.1
H 0.0 -0.1 0.0
H -0.1 0.1 0.0
H 0.1 0.0 -0.1
H 0.0 -0.3 0.1
H 0.1 0.1 0.1
H 0.0 0.0 0.2
H -0.2 0.1 0.1
H -0.1 0.0 0.1
H 0.0 0.0 -0.1
H -0.2 0.1 -0.3
H 0.1 0.1 -0.1
H 0.0 0.0 0.0
H -0.3 0.1 0.1
H 0.0 0.0 0.0
H 0.0 0.0 0.0
H 0.1 -0.1 -0.1
H -0.2 0.0 0.0
H 0.0 0.1 0.0
H 0.1 0.1 0.1
H 0.0 -0.1 -0.1
H -0.1 0.0 0.0

These are the Mulliken partial charges, in e, on atoms 1 to 2:
1. O -0.538
2. O -0.386



3.
This record from the OMol25 dataset describes a cluster of 10 separate species, C16H52O18 in total in a non-equilibrium geometry. The level of theory is ωB97M-V/def2-TZVPD.

Calculated values
- spin multiplicity = 1
- gap between HOMO and LUMO (eV) = 9.19
- charge = 0
- E (Ha) = -1994.902204
- SMILES = OCCO.OCCO.OCCO.OCCO.OCCO.OCCO.OCCO.OCCO.O.O
- ΔE to the lowest compared entry with this formula, charge and spin (kcal/mol) = 48.64
- highest occupied orbital energy (eV) = -9.201

Positions of all 86 atoms, in Å:
O (-10.769, 13.000, 11.208)
O (-7.779, 15.754, 10.030)
O (-9.605, 9.668, 11.667)
O (-5.698, 19.362, 10.874)
O (-8.761, 18.884, 8.952)
O (-2.621, 14.834, 9.711)
O (-11.319, 16.276, 12.158)
O (-6.921, 13.129, 10.934)
O (-7.430, 13.226, 7.039)
O (-10.272, 14.869, 9.026)
O (-8.790, 15.420, 4.575)
O (-10.351, 17.112, 6.067)
O (-6.182, 16.713, 15.294)
O (-7.683, 9.712, 7.847)
O (-5.727, 15.626, 8.179)
O (-4.227, 13.391, 12.347)
O (-4.523, 16.082, 12.167)
O (-8.402, 15.541, 14.180)
C (-10.578, 16.173, 13.411)
C (-10.156, 10.894, 12.065)
C (-7.965, 12.059, 7.710)
C (-8.334, 16.708, 4.960)
C (-7.700, 19.664, 9.456)
C (-5.244, 16.216, 14.439)
C (-9.001, 17.054, 6.302)
C (-5.475, 16.682, 13.043)
C (-7.224, 10.823, 7.083)
C (-10.034, 11.829, 10.874)
C (-5.262, 12.540, 12.634)
C (-4.888, 14.866, 8.991)
C (-6.592, 13.187, 12.273)
C (-9.204, 15.764, 13.056)
C (-6.745, 18.736, 10.176)
C (-3.598, 15.717, 9.172)
H (-11.097, 15.595, 14.168)
H (-6.147, 10.957, 7.070)
H (-6.476, 16.601, 12.676)
H (-4.320, 16.750, 14.767)
H (-7.030, 16.459, 14.919)
H (-7.209, 18.104, 10.968)
H (-8.695, 18.061, 6.701)
H (-5.172, 19.805, 10.182)
H (-10.685, 14.044, 8.696)
H (-4.678, 13.867, 8.612)
H (-5.113, 12.188, 13.642)
H (-7.332, 13.959, 7.650)
H (-7.446, 15.118, 10.612)
H (-9.007, 12.107, 10.672)
H (-6.472, 15.918, 8.727)
H (-9.651, 11.210, 12.911)
H (-10.590, 13.700, 10.539)
H (-5.376, 14.664, 9.927)
H (-5.157, 11.599, 11.995)
H (-6.996, 12.155, 10.752)
H (-10.469, 11.391, 9.964)
H (-6.632, 14.169, 12.625)
H (-7.277, 16.778, 5.104)
H (-11.031, 15.425, 9.132)
H (-7.359, 9.793, 8.730)
H (-6.456, 17.962, 9.405)
H (-8.331, 14.741, 5.070)
H (-7.543, 10.681, 6.087)
H (-9.503, 19.459, 8.858)
H (-10.709, 17.559, 6.831)
H (-8.649, 15.553, 9.677)
H (-8.539, 17.501, 4.166)
H (-10.347, 9.151, 11.341)
H (-10.418, 17.159, 13.897)
H (-3.783, 16.595, 9.817)
H (-1.700, 15.154, 9.669)
H (-3.419, 16.154, 8.217)
H (-11.208, 10.750, 12.294)
H (-7.310, 12.582, 12.821)
H (-12.263, 16.511, 12.357)
H (-7.970, 12.149, 8.844)
H (-8.694, 16.365, 7.093)
H (-9.069, 11.894, 7.615)
H (-5.190, 15.122, 14.453)
H (-7.260, 20.209, 8.673)
H (-9.181, 14.866, 12.472)
H (-5.271, 17.713, 13.005)
H (-3.423, 12.914, 12.635)
H (-4.683, 15.126, 11.976)
H (-8.887, 16.670, 12.490)
H (-8.760, 14.782, 14.685)
H (-8.127, 20.371, 10.224)

Forces on the atoms, in the same order (eV/Å):
O 0.1 0.7 -0.4
O 0.0 2.4 -1.4
O 0.2 -1.1 0.1
O 0.6 0.8 -1.4
O 0.2 -0.9 -0.2
O 0.8 0.1 -0.1
O -0.9 0.3 1.2
O 0.0 -1.5 -1.4
O -1.0 -0.9 0.4
O -0.1 -1.5 -0.3
O 0.0 0.5 -0.9
O -1.9 -0.3 0.2
O -1.5 0.6 1.3
O 0.0 -0.6 -1.2
O -0.9 0.1 -0.9
O 1.9 0.1 -0.1
O -0.3 -0.3 -0.6
O 0.2 -0.3 1.2
C -1.3 1.4 0.0
C -1.1 -0.5 -2.4
C 0.2 0.3 -0.2
C -0.7 0.7 0.6
C -1.3 0.2 2.9
C 1.6 0.5 -0.1
C 2.1 1.8 -0.5
C 1.3 -0.9 -1.1
C -1.1 1.1 2.7
C -0.8 0.9 0.3
C -0.3 -1.7 -1.5
C 1.2 0.9 0.7
C 0.4 -2.5 1.8
C 0.1 0.4 -0.8
C -0.4 -2.2 0.0
C -1.0 -0.7 1.0
H -0.1 -0.7 -0.1
H 0.2 0.0 0.3
H -1.0 -0.6 -0.1
H -0.1 -1.3 -0.3
H -0.5 0.0 0.3
H -0.4 0.7 -0.8
H 0.3 -0.8 -0.6
H 0.0 -0.1 0.7
H 0.6 0.5 -0.2
H 0.3 0.1 -0.6
H -0.9 0.0 0.8
H 0.2 0.3 0.2
H 0.2 -1.9 1.0
H 0.3 -0.2 0.0
H -0.1 -0.1 0.0
H 1.0 1.0 1.7
H 0.0 -0.5 0.8
H 0.0 0.1 0.6
H -0.4 0.7 0.5
H 0.2 1.4 -0.2
H 0.2 -0.4 0.2
H -0.1 1.8 0.5
H 1.0 -0.4 0.1
H -0.6 0.9 0.2
H 0.4 0.1 0.8
H 0.4 0.8 0.7
H 0.3 -0.1 0.3
H -0.5 -0.1 -1.1
H -0.8 0.5 -0.2
H -0.6 0.1 0.1
H -0.2 -0.6 0.3
H -0.4 -1.3 0.9
H 0.3 -0.3 -0.1
H -0.6 -0.1 -0.3
H -0.1 -0.6 0.2
H -0.9 0.2 -0.1
H 0.8 -0.1 -1.1
H -0.2 0.3 0.2
H -0.5 0.2 0.5
H 1.5 -0.3 -0.2
H 1.1 -0.2 -1.2
H -0.1 -0.5 -0.1
H 0.6 0.3 -0.9
H 0.4 -0.1 0.2
H 1.0 0.8 -1.0
H -0.2 -0.3 -0.9
H 0.3 1.5 -0.1
H -0.2 0.9 -0.5
H 0.2 1.1 0.6
H 0.8 -1.1 0.2
H 0.3 0.6 -0.4
H 0.6 -0.3 -0.7

These are the Mulliken partial charges, in e, on atoms 1 to 2:
1. O -0.584
2. O 1.463



highest occupied orbital energy of number 3 (C16H52O18)?
-9.201 eV